Entry 1:
The following is a DFT calculation (ωB97M-V/def2-TZVPD) of a structure of composition C57H47AsBrCl2F5N3P2Ti at a distorted geometry.

Cartesian coordinates (Å):
Ti -1.029 -1.285 -0.223
N -10.720 0.931 -2.457
C -9.604 0.732 -2.281
C -8.205 0.483 -2.063
C -7.798 -0.260 -0.957
C -6.450 -0.491 -0.747
C -5.509 0.010 -1.643
C -5.921 0.747 -2.749
C -7.267 0.988 -2.960
C -4.068 -0.241 -1.400
C -3.388 -1.113 -2.232
C -3.891 -1.765 -3.381
C -2.894 -2.591 -3.851
C -1.827 -2.453 -2.957
N -2.086 -1.565 -1.988
C -3.451 0.445 -0.345
C -4.034 1.338 0.559
C -3.004 1.879 1.321
C -1.831 1.322 0.844
N -2.065 0.435 -0.160
H -8.535 -0.652 -0.272
H -6.125 -1.073 0.105
H -5.185 1.142 -3.437
H -7.596 1.565 -3.812
H -4.879 -1.633 -3.790
H -2.924 -3.240 -4.708
H -0.897 -3.001 -2.968
H -5.085 1.567 0.625
H -3.084 2.610 2.108
H -0.828 1.554 1.160
Cl 1.019 -1.326 -2.013
C 0.852 -0.268 -3.493
Cl -0.521 0.806 -3.490
H 0.792 -0.956 -4.330
H 1.772 0.309 -3.502
Br -2.037 -1.748 1.974
F 1.275 -3.440 -0.054
C 0.102 -4.122 -0.147
C -1.071 -3.414 -0.275
C -2.217 -4.185 -0.374
F -3.414 -3.583 -0.483
C -2.204 -5.567 -0.336
F -3.333 -6.262 -0.418
C -0.993 -6.236 -0.205
F -0.962 -7.561 -0.172
C 0.180 -5.506 -0.113
F 1.352 -6.125 -0.004
C -3.673 4.190 -2.884
P -2.175 3.763 -1.903
C -2.502 4.775 -0.409
C -0.917 4.767 -2.778
C -0.179 5.780 -2.170
C 0.821 6.447 -2.867
C 1.094 6.117 -4.185
C 0.364 5.111 -4.803
C -0.622 4.438 -4.101
H -3.601 3.757 -3.882
H -3.805 5.269 -2.978
H -4.549 3.761 -2.395
H -2.695 5.822 -0.648
H -1.667 4.713 0.291
H -3.378 4.362 0.088
H -0.376 6.063 -1.145
H 1.380 7.234 -2.378
H 1.865 6.643 -4.730
H 0.565 4.850 -5.834
H -1.172 3.645 -4.597
C 2.736 -1.370 1.332
C 3.602 -1.527 0.102
As 5.385 -2.324 0.479
C 4.754 -3.766 1.637
C 4.634 -5.021 1.046
C 4.132 -6.098 1.763
C 3.756 -5.933 3.086
C 3.885 -4.689 3.690
C 4.380 -3.612 2.971
C 6.016 -1.040 1.807
C 6.801 -1.456 2.879
C 7.336 -0.530 3.763
C 7.100 0.825 3.582
C 6.335 1.250 2.507
C 5.801 0.323 1.623
P 1.160 -0.420 1.217
C 1.733 1.220 0.677
C 1.234 1.808 -0.480
C 1.735 3.020 -0.935
C 2.741 3.657 -0.225
C 3.237 3.085 0.941
C 2.741 1.872 1.390
C 0.786 -0.233 2.986
C 0.438 0.993 3.544
C 0.114 1.081 4.890
C 0.145 -0.051 5.688
C 0.502 -1.275 5.141
C 0.818 -1.369 3.797
H 3.275 -0.824 2.116
H 2.494 -2.348 1.742
H 3.771 -0.580 -0.417
H 3.157 -2.217 -0.613
H 4.939 -5.163 0.015
H 4.042 -7.066 1.290
H 3.375 -6.773 3.651
H 3.608 -4.560 4.729
H 4.480 -2.650 3.458
H 6.996 -2.510 3.034
H 7.942 -0.868 4.592
H 7.519 1.546 4.271
H 6.165 2.307 2.348
H 5.221 0.677 0.778
H 0.413 1.356 -1.021
H 1.325 3.469 -1.831
H 3.134 4.602 -0.573
H 4.013 3.587 1.503
H 3.137 1.439 2.300
H 0.433 1.892 2.941
H -0.155 2.038 5.314
H -0.104 0.020 6.738
H 0.526 -2.161 5.759
H 1.067 -2.338 3.383

ΔE to the lowest compared entry with this formula, charge and spin	0.0	kcal/mol
HOMO	-0.3846	hartree
total charge	+1
E_tot	-275543.3023	eV

=====

Entry 2:
The following is a DFT calculation (ωB97M-V/def2-TZVPD) of a cluster of 2 separate species, CH3IO3S2 in total at a distorted geometry.

Cartesian coordinates (Å):
C 0.007 -0.105 0.104
O 1.203 -1.992 1.912
O 1.385 -1.409 -2.027
O -0.436 -2.658 -0.886
S 1.967 -2.534 0.802
S 0.596 -1.611 -0.817
I 3.819 0.256 -0.384
H -0.654 0.114 -0.655
H -0.546 -0.397 0.924
H 0.780 0.789 0.264

ΔE to the lowest compared entry with this formula, charge and spin	43.5	kcal/mol
HOMO (spin up / spin down)	-0.3645 / -0.3548	hartree
E_tot	-36995.6452	eV

=====

Entry 3:
The following is a DFT calculation (ωB97M-V/def2-TZVPD) of an isolated molecule of C4H4O2S2 at a distorted geometry.

Cartesian coordinates (Å):
O -1.709 0.133 -1.225
C -1.249 1.180 -0.596
S -2.063 2.616 -0.629
C -0.084 1.186 0.272
C 0.901 0.296 0.695
C 1.064 -1.130 0.406
O 0.024 -1.698 -0.301
S 2.332 -2.092 0.768
H -1.188 -0.639 -1.014
H 0.035 2.078 0.807
H 1.577 0.696 1.413
H 0.362 -2.626 -0.597

ΔE to the lowest compared entry with this formula, charge and spin	21.7	kcal/mol
HOMO	-0.3303	hartree
E_tot	-29976.7859	eV

=====

Entry 4:
The following is a DFT calculation (ωB97M-V/def2-TZVPD) of a cluster of 3 separate species, C28H55BBr2I2N5O4 in total at a distorted geometry.

Cartesian coordinates (Å):
C 0.174 4.945 6.775
C -0.834 3.770 6.415
C -0.692 3.193 4.934
I -2.674 2.255 4.572
C 0.534 2.189 4.704
I 1.148 0.948 6.448
O -0.104 1.147 3.944
B 0.389 1.071 2.521
O 1.476 2.061 2.566
C 1.813 2.702 3.762
C 1.807 4.229 3.320
C 2.935 4.717 2.337
N 4.304 4.814 2.901
N 3.042 4.010 1.047
N 2.566 6.155 1.969
C 3.151 2.420 4.538
Br 3.654 3.729 5.970
C 4.070 1.402 4.368
C 5.409 1.298 5.225
Br 3.753 0.000 3.055
H 1.130 4.957 6.182
H -0.292 5.980 6.664
H 0.482 4.803 7.864
H -0.885 2.961 7.212
H -1.873 4.243 6.444
H -0.708 4.088 4.244
H -0.506 1.524 1.855
H 0.669 -0.080 2.287
H 0.811 4.384 2.784
H 1.775 4.968 4.187
H 4.935 5.050 2.120
H 4.334 5.637 3.521
H 3.568 4.616 0.399
H 2.085 3.932 0.671
H 1.588 6.128 1.632
H 2.504 6.720 2.835
H 6.092 0.590 4.649
H 5.239 0.808 6.229
H 5.959 2.280 5.280
C -5.814 0.472 -0.847
C -4.402 1.102 -0.802
C -3.948 1.327 -2.257
C -3.603 0.012 -2.956
C -2.575 -0.782 -2.158
C -2.931 -0.971 -0.672
N -3.429 0.275 -0.028
O -2.354 1.047 0.217
C -3.982 -2.087 -0.486
C -1.685 -1.553 0.043
C -4.652 2.450 -0.088
H -6.536 1.191 -1.247
H -5.901 -0.392 -1.503
H -6.154 0.185 0.149
H -3.071 1.984 -2.285
H -4.731 1.843 -2.822
H -4.502 -0.594 -3.114
H -3.208 0.222 -3.956
H -2.424 -1.756 -2.635
H -1.615 -0.257 -2.239
H -4.258 -2.189 0.568
H -3.583 -3.052 -0.812
H -4.895 -1.945 -1.060
H -0.797 -0.929 -0.083
H -1.433 -2.536 -0.365
H -1.865 -1.676 1.114
H -4.997 2.285 0.935
H -5.420 3.030 -0.609
H -3.763 3.085 -0.049
C 1.896 -6.217 -3.353
C 0.656 -5.618 -4.056
C 0.822 -5.855 -5.569
C 1.901 -4.956 -6.173
C 1.636 -3.487 -5.856
C 1.380 -3.195 -4.365
N 0.453 -4.175 -3.730
O -0.793 -3.850 -4.116
C 2.699 -3.160 -3.565
C 0.872 -1.736 -4.249
C -0.503 -6.469 -3.488
H 1.899 -7.306 -3.456
H 2.849 -5.903 -3.774
H 1.899 -5.989 -2.286
H -0.125 -5.672 -6.090
H 1.075 -6.902 -5.762
H 2.894 -5.242 -5.810
H 1.930 -5.097 -7.258
H 2.475 -2.884 -6.217
H 0.765 -3.173 -6.445
H 2.506 -2.990 -2.503
H 3.340 -2.344 -3.912
H 3.304 -4.059 -3.657
H -0.016 -1.548 -4.857
H 1.634 -1.033 -4.596
H 0.637 -1.480 -3.213
H -0.600 -6.315 -2.411
H -0.323 -7.534 -3.658
H -1.467 -6.243 -3.952

2S+1	3
HOMO (spin up / spin down)	-0.1579 / -0.1578	hartree
total charge	-1
E_tot	-202527.3799	eV

=====

Entry 5:
The following is a DFT calculation (ωB97M-V/def2-TZVPD) of a structure of composition C3H4O3 at a distorted geometry.

Cartesian coordinates (Å):
O -0.902 1.505 0.172
C -0.350 0.317 -0.289
C -0.869 -0.823 0.507
O -0.607 -2.022 0.014
C 1.164 0.333 -0.185
O 1.732 1.296 0.267
H -0.159 2.034 0.507
H -0.603 0.122 -1.344
H -1.105 -2.191 0.878
H 1.699 -0.570 -0.529

ΔE to the lowest compared entry with this formula, charge and spin	105.6	kcal/mol
HOMO	-0.3367	hartree
E_tot	-9314.1233	eV

=====

Entry 6:
The following is a DFT calculation (ωB97M-V/def2-TZVPD) of a structure of composition C4H8AgAlF5N at a distorted geometry.

Cartesian coordinates (Å):
C -2.898 0.619 0.335
N -2.202 0.662 -0.943
C -0.836 0.810 -0.970
Al 0.233 -0.981 -0.569
C 2.168 -0.437 -0.355
F 3.008 -1.506 -0.552
F 2.473 0.499 -1.301
C 2.517 0.175 1.011
F 1.397 0.784 1.491
F 2.806 -0.818 1.890
F 3.495 1.053 1.018
H -3.725 -0.092 0.283
H -3.301 1.612 0.561
H -2.207 0.308 1.121
H -2.698 1.253 -1.608
H -0.458 1.124 -1.943
H -0.425 1.418 -0.146
H 0.009 -1.961 -1.770
H -0.291 -1.659 0.912
Ag 0.934 -2.862 1.535

ΔE to the lowest compared entry with this formula, charge and spin	0.0	kcal/mol
2S+1	2
HOMO (spin up / spin down)	-0.4981 / -0.5108	hartree
total charge	+1
E_tot	-29942.5672	eV

=====

Entry 7:
The following is a DFT calculation (ωB97M-V/def2-TZVPD) of a cluster of 2 separate species, C3H9NS in total at a distorted geometry.

Cartesian coordinates (Å):
C 1.335 -1.827 -3.792
N 1.632 -1.785 -2.535
H 1.992 -1.363 -4.501
H 0.507 -2.290 -4.198
H 0.881 -2.124 -1.959
C -1.109 0.422 0.536
S 0.158 1.481 1.428
C -0.299 1.687 3.118
H -1.025 0.793 -0.475
H -2.074 0.529 0.844
H -0.851 -0.637 0.574
H 0.607 1.603 3.710
H -0.892 2.638 3.459
H -0.862 0.874 3.792

ΔE to the lowest compared entry with this formula, charge and spin	49.4	kcal/mol
HOMO	-0.3132	hartree
E_tot	-15580.1904	eV

=====

Entry 8:
The following is a DFT calculation (ωB97M-V/def2-TZVPD) of an isolated molecule of C5H9NO2 at a distorted geometry.

Cartesian coordinates (Å):
C 0.615 -2.083 -1.274
C 0.925 -0.951 -0.645
C 0.646 -0.673 0.932
N -0.150 0.428 0.371
C -1.552 0.179 0.067
C 0.317 1.719 0.535
O 1.298 2.015 1.168
O -0.474 2.642 -0.058
H -0.070 -2.801 -0.851
H 1.157 -2.395 -2.152
H 1.669 -0.282 -1.054
H 1.513 -0.255 1.441
H 0.004 -1.413 1.411
H -2.160 1.049 0.300
H -1.951 -0.672 0.619
H -1.642 -0.025 -1.000
H -0.144 3.518 0.188

ΔE to the lowest compared entry with this formula, charge and spin	51.3	kcal/mol
HOMO	-0.3049	hartree
E_tot	-10914.3522	eV

=====

Entry 9:
The following is a DFT calculation (ωB97M-V/def2-TZVPD) of a structure of composition C16H21N3O2SV at a distorted geometry.

Cartesian coordinates (Å):
N 0.257 1.811 -0.201
C 0.247 2.982 -0.196
C 0.221 4.418 -0.223
H -0.820 4.753 -0.352
H 0.814 4.761 -1.086
H 0.639 4.841 0.705
N 1.673 -1.093 -0.520
C 2.642 -1.726 -0.669
C 3.836 -2.509 -0.873
H 4.448 -2.021 -1.651
H 3.549 -3.514 -1.223
H 4.409 -2.584 0.066
N -1.549 -0.978 -0.211
C -2.622 -1.442 -0.203
C -3.948 -1.998 -0.226
H -4.043 -2.824 0.497
H -4.144 -2.376 -1.242
H -4.679 -1.208 0.009
V -0.111 0.072 -2.257
C 0.056 -1.707 1.795
O -0.602 -2.578 2.140
C 1.602 0.636 1.789
O 2.016 1.609 2.226
C 0.462 1.373 -3.603
C -0.925 1.434 -3.416
C -1.686 0.259 -3.417
C -1.061 -0.982 -3.607
C 0.330 -1.049 -3.798
C 1.093 0.133 -3.796
H 1.059 2.269 -3.532
H -1.398 2.380 -3.200
H -2.743 0.301 -3.203
H -1.632 -1.894 -3.537
H 0.819 -2.005 -3.871
H 2.167 0.080 -3.870
C -1.275 0.868 3.939
S -1.581 1.006 2.180
C -3.068 2.001 2.249
H -0.365 0.283 4.101
H -2.130 0.358 4.399
H -1.143 1.877 4.349
H -3.857 1.439 2.762
H -2.854 2.946 2.762
H -3.373 2.203 1.215

ΔE to the lowest compared entry with this formula, charge and spin	0.0	kcal/mol
2S+1	2
HOMO (spin up / spin down)	-0.8185 / -0.8057	hartree
total charge	+4
E_tot	-61967.4254	eV

=====

Entry 10:
The following is a DFT calculation (ωB97M-V/def2-TZVPD) of a cluster of 2 separate species, CHBrINO2 in total at a distorted geometry.

Cartesian coordinates (Å):
C -0.666 0.249 -0.055
N -0.910 0.144 -1.602
O -2.033 0.309 -1.981
O 0.084 -0.052 -2.257
Br -2.140 0.303 0.913
I 0.286 3.245 0.098
H 0.296 0.157 0.484

ΔE to the lowest compared entry with this formula, charge and spin	42.6	kcal/mol
HOMO (spin up / spin down)	-0.3742 / -0.3575	hartree
E_tot	-84775.8656	eV

=====

Entry 11:
The following is a DFT calculation (ωB97M-V/def2-TZVPD) of the ion C3H7NO2P with charge +1 at a distorted geometry.

Cartesian coordinates (Å):
O 0.113 2.560 -0.158
N 0.248 1.412 0.003
C 0.088 0.546 -1.179
C -1.112 -0.426 -0.821
O -0.852 -1.251 0.289
P -0.721 -0.640 1.834
C 0.678 0.661 1.495
H 0.835 -0.211 -1.422
H -0.090 1.211 -2.059
H -2.093 0.142 -0.544
H -1.186 -1.122 -1.748
H -0.042 -1.752 2.147
H 1.407 -0.082 1.075
H 0.818 1.410 2.134

ΔE to the lowest compared entry with this formula, charge and spin	100.9	kcal/mol
HOMO (spin up / spin down)	-0.5083 / -0.5083	hartree
total charge	+1
E_tot	-18086.5357	eV

=====

Entry 12:
The following is a DFT calculation (ωB97M-V/def2-TZVPD) of a cluster of 2 separate species, C5H14N2O in total at a distorted geometry.

Cartesian coordinates (Å):
N 0.199 2.267 1.938
N 0.580 1.135 1.171
C 1.095 1.353 -0.135
O 2.303 1.260 -0.366
H 0.786 3.060 1.685
H -0.764 2.501 1.707
H 1.139 0.492 1.719
H 0.474 2.116 -0.655
C -1.803 -1.159 0.342
C -1.293 -0.332 -0.821
C 0.358 -0.563 -1.182
C 1.226 -1.573 -0.458
H -1.834 -2.220 0.088
H -2.809 -0.822 0.602
H -1.177 -1.000 1.219
H -1.958 -0.393 -1.690
H -1.243 0.723 -0.547
H 0.719 -0.151 -2.122
H -0.427 -1.262 -1.689
H 0.730 -2.060 0.377
H 2.084 -1.031 -0.060
H 1.617 -2.340 -1.123

ΔE to the lowest compared entry with this formula, charge and spin	130.0	kcal/mol
HOMO	-0.3240	hartree
E_tot	-10435.3904	eV

=====

Which value of E_tot does entry 2 give? -36995.6452 eV

=====

What is the E_tot in the fourth record? -202527.3799 eV

=====

E_tot of number 12 (C5H14N2O)? -10435.3904 eV

=====

Among the records above, which one has the highest E_tot? C3H4O3